Entry 1:
{
  "formula": "C2H5ClOS",
  "method": "ωB97M-V/def2-TZVPD",
  "species": ["C", "S", "C", "O", "Cl", "H", "H", "H", "H", "H"],
  "xyz": [[-0.458, 0.682, 1.414], [0.463, 0.349, -0.078], [-0.655, -0.680, -1.080], [0.835, 1.502, -0.793], [2.283, -0.787, 0.367], [0.155, 1.518, 1.778], [-0.261, -0.197, 2.053], [-1.385, -0.966, -0.298], [-1.040, 0.018, -1.876], [0.063, -1.438, -1.487]],
  "atomic_forces_ev_per_a": [[2.340, -0.751, -2.049], [-2.872, -0.355, 3.676], [1.641, 0.120, 0.051], [1.062, 1.593, -1.396], [-0.655, 0.051, -0.644], [-0.321, 0.098, 0.303], [-0.484, 0.194, -0.093], [0.285, -0.333, -0.980], [0.315, -0.793, 0.985], [-1.310, 0.176, 0.146]],
  "lowdin_charge": [-0.250, 0.450, -0.182, -0.401, 0.172, -0.003, 0.002, 0.061, 0.090, 0.060],
  "relative_energy_kcal_mol": 71.2,
  "orbital_gap_ev": 8.2,
  "e_homo_ev": -8.99,
  "smiles": "C=[S@@](C)(=O)Cl"
}

=====

Entry 2:
{
  "formula": "C44H43Cl3F3N4O2S2TeY",
  "method": "ωB97M-V/def2-TZVPD",
  "species": ["Y", "Cl", "C", "C", "C", "C", "C", "C", "N", "C", "C", "N", "C", "O", "C", "C", "C", "Cl", "S", "C", "C", "C", "Cl", "C", "H", "H", "H", "H", "H", "H", "H", "H", "H", "H", "H", "H", "H", "S", "C", "N", "C", "C", "C", "C", "C", "C", "H", "H", "H", "H", "H", "C", "C", "O", "N", "Te", "C", "C", "C", "C", "C", "C", "C", "C", "C", "C", "C", "C", "C", "C", "C", "C", "C", "C", "H", "H", "H", "H", "H", "H", "H", "H", "H", "H", "H", "H", "H", "H", "H", "H", "H", "H", "H", "H", "H", "H", "H", "H", "H", "F", "C", "F", "F"],
  "xyz": [[-1.260, 2.315, -0.729], [1.427, -5.685, -0.694], [2.312, -4.204, -0.807], [1.957, -3.261, -1.755], [2.679, -2.079, -1.820], [3.729, -1.807, -0.948], [4.444, -0.479, -1.048], [4.122, 0.460, 0.132], [3.120, 1.430, -0.288], [3.350, 2.576, -1.012], [2.126, 3.076, -1.322], [1.146, 2.237, -0.820], [1.798, 1.258, -0.206], [5.846, -0.598, -1.156], [6.308, -0.612, -2.503], [6.168, 0.744, -3.134], [5.174, 1.146, -3.976], [3.877, 0.201, -4.598], [5.328, 2.783, -4.471], [6.752, 2.964, -3.534], [7.082, 1.816, -2.890], [4.038, -2.770, 0.011], [5.256, -2.469, 1.209], [3.352, -3.969, 0.078], [1.129, -3.448, -2.423], [2.425, -1.343, -2.574], [4.061, 0.020, -1.943], [5.029, 0.983, 0.429], [3.734, -0.084, 0.991], [4.344, 2.923, -1.238], [1.887, 3.968, -1.874], [1.350, 0.413, 0.289], [5.791, -1.374, -3.094], [7.360, -0.880, -2.435], [7.277, 3.905, -3.529], [7.947, 1.718, -2.249], [3.609, -4.703, 0.829], [-1.149, 7.055, 0.390], [-1.350, 5.387, 0.678], [-1.165, 4.596, -0.340], [-0.827, 5.332, -1.479], [-0.549, 4.809, -2.746], [-0.240, 5.682, -3.765], [-0.189, 7.064, -3.540], [-0.446, 7.594, -2.294], [-0.768, 6.711, -1.266], [-1.623, 5.024, 1.660], [-0.559, 3.739, -2.937], [-0.040, 5.293, -4.754], [0.059, 7.727, -4.357], [-0.402, 8.661, -2.122], [-0.746, -0.608, -2.553], [-0.962, -0.905, -1.086], [-0.984, -2.058, -0.687], [-1.126, 0.195, -0.276], [-1.884, -0.170, 1.606], [-1.138, -1.559, 3.142], [0.065, -2.251, 3.063], [0.989, -2.163, 1.877], [0.432, -3.077, 4.125], [-0.354, -3.210, 5.256], [0.054, -4.106, 6.393], [-1.527, -2.464, 5.331], [-1.934, -1.627, 4.301], [-3.208, -0.837, 4.481], [-3.691, -1.175, 1.110], [-3.792, -2.572, 1.065], [-2.661, -3.529, 1.329], [-5.039, -3.124, 0.778], [-6.165, -2.353, 0.550], [-7.495, -2.984, 0.244], [-6.036, -0.973, 0.618], [-4.823, -0.360, 0.897], [-4.853, 1.145, 1.014], [-0.057, -1.334, -2.979], [-0.367, 0.402, -2.736], [-1.706, -0.709, -3.061], [0.739, -1.321, 1.240], [0.913, -3.055, 1.253], [2.027, -2.072, 2.208], [1.366, -3.626, 4.055], [0.856, -4.781, 6.098], [-0.789, -4.702, 6.742], [0.406, -3.514, 7.241], [-2.142, -2.538, 6.223], [-3.634, -1.030, 5.464], [-3.965, -1.101, 3.738], [-3.021, 0.238, 4.411], [-1.719, -3.165, 0.929], [-2.881, -4.488, 0.862], [-2.546, -3.699, 2.402], [-5.117, -4.204, 0.728], [-7.405, -4.063, 0.138], [-7.912, -2.582, -0.680], [-8.211, -2.779, 1.042], [-6.906, -0.350, 0.447], [-5.674, 1.549, 0.424], [-3.943, 1.624, 0.662], [-5.001, 1.445, 2.055], [-3.860, 1.107, -2.064], [-3.068, 2.212, -2.029], [-3.929, 3.272, -2.138], [-2.401, 2.181, -3.281]],
  "atomic_forces_ev_per_a": [[1.665, -1.584, 1.183], [-0.005, 0.001, 0.014], [0.013, 0.036, -0.050], [0.002, 0.018, -0.025], [0.014, -0.045, 0.005], [0.014, 0.019, -0.041], [-0.052, 0.027, 0.023], [0.086, -0.134, -0.082], [-0.066, 0.105, 0.072], [-0.024, 0.033, 0.020], [0.030, -0.053, -0.060], [0.172, 0.234, -0.223], [0.107, -0.090, 0.005], [0.034, -0.068, 0.072], [0.035, 0.075, -0.037], [0.047, -0.049, -0.080], [0.045, 0.083, -0.098], [0.009, -0.015, -0.002], [-0.011, -0.038, 0.014], [-0.027, 0.019, -0.003], [-0.073, 0.038, 0.113], [-0.099, -0.011, -0.023], [0.042, 0.007, 0.022], [0.044, -0.036, 0.030], [-0.003, -0.019, 0.022], [0.003, 0.000, 0.008], [-0.019, -0.011, 0.047], [-0.030, 0.046, -0.006], [-0.004, 0.047, 0.030], [0.018, -0.013, -0.004], [0.004, 0.005, 0.004], [-0.075, -0.002, -0.007], [-0.033, -0.020, 0.049], [-0.006, -0.046, -0.067], [0.014, 0.001, 0.007], [0.014, -0.017, -0.014], [0.001, 0.002, 0.003], [-0.012, -0.091, 0.006], [-0.006, 0.236, -0.020], [0.060, 1.042, 0.365], [0.077, 0.154, -0.072], [0.006, -0.029, 0.171], [0.000, -0.057, -0.025], [-0.004, 0.024, 0.060], [0.003, 0.013, -0.057], [-0.064, -0.062, 0.088], [0.003, 0.009, 0.007], [-0.067, 0.092, -0.158], [0.022, 0.007, 0.003], [-0.011, -0.009, -0.012], [-0.002, 0.003, 0.004], [0.032, -0.024, -0.051], [0.196, 0.211, 0.545], [-0.022, -0.049, -0.298], [-0.240, 0.682, -2.213], [0.718, -0.661, 1.213], [-0.913, 0.036, 1.245], [-0.072, 0.218, -0.183], [-0.025, -0.067, 0.005], [0.036, -0.001, -0.042], [0.000, -0.012, 0.019], [-0.011, 0.046, -0.002], [-0.087, 0.010, 0.066], [0.263, -0.293, 0.108], [0.010, -0.082, -0.027], [-0.045, 0.325, -0.033], [0.141, 0.006, -0.026], [-0.001, -0.004, 0.049], [-0.041, -0.015, -0.019], [-0.009, -0.075, 0.015], [0.023, 0.034, 0.003], [0.004, 0.047, -0.039], [0.049, -0.171, 0.002], [-0.035, -0.027, 0.019], [0.003, 0.007, -0.042], [0.046, -0.010, -0.033], [0.000, 0.030, -0.015], [-0.007, 0.060, -0.075], [-0.028, -0.005, 0.004], [-0.010, -0.013, -0.003], [-0.006, -0.010, 0.009], [0.005, -0.006, 0.001], [0.004, -0.014, -0.006], [0.011, -0.008, 0.003], [0.012, -0.014, 0.001], [-0.008, 0.011, 0.027], [0.047, 0.025, 0.005], [-0.021, 0.009, -0.039], [-0.076, -0.035, 0.068], [-0.014, -0.010, -0.010], [-0.006, -0.012, 0.000], [-0.008, -0.005, 0.003], [-0.008, -0.006, 0.001], [-0.004, -0.005, -0.007], [-0.006, -0.008, 0.003], [-0.003, -0.002, -0.011], [-0.008, -0.022, 0.021], [0.077, 0.027, -0.056], [0.061, 0.019, -0.003], [0.111, 0.193, 0.021], [-2.397, -0.265, -1.582], [0.122, -0.036, -0.015], [0.250, 0.095, 0.094]],
  "lowdin_charge": [1.436, 0.712, -0.671, -0.091, -0.022, -0.183, -0.303, -0.035, -0.045, -0.024, -0.103, -0.054, -0.132, -0.111, -0.133, -0.315, -0.978, 0.690, 0.992, -0.403, -0.130, -0.582, 0.764, -0.133, 0.110, 0.086, 0.098, 0.146, 0.116, 0.130, 0.099, 0.110, 0.127, 0.139, 0.072, 0.123, 0.113, 1.146, -0.415, -0.108, -0.317, -0.047, -0.041, -0.049, -0.058, -0.444, 0.096, 0.089, 0.121, 0.118, 0.121, -0.005, -0.681, -0.001, -0.488, 1.689, -0.344, -0.292, -0.049, -0.007, -0.259, -0.044, -0.015, -0.312, -0.076, -0.320, -0.260, -0.043, -0.002, -0.251, -0.039, -0.014, -0.303, -0.088, 0.068, 0.052, 0.096, 0.018, 0.080, 0.082, 0.122, 0.076, 0.082, 0.086, 0.120, 0.080, 0.068, 0.065, 0.039, 0.088, 0.089, 0.121, 0.077, 0.085, 0.087, 0.125, 0.087, -0.007, 0.090, 0.040, -0.625, 0.024, -0.039],
  "spin_multiplicity": 2,
  "orbital_gap_ev": [4.3, 7.2],
  "charge": 1,
  "e_homo_ev": [-7.41, -10.38]
}

=====

Entry 3:
{
  "formula": "C8H10MoN2S",
  "method": "ωB97M-V/def2-TZVPD",
  "species": ["C", "C", "C", "C", "C", "Mo", "N", "C", "C", "H", "H", "H", "H", "H", "H", "H", "H", "H", "H", "S", "C", "N"],
  "xyz": [[0.327, -1.631, -0.931], [-1.031, -1.194, -1.090], [-1.703, -1.355, 0.147], [-0.787, -1.865, 1.093], [0.476, -2.027, 0.453], [0.771, 0.353, 0.138], [2.392, -0.185, 0.843], [0.908, 1.882, -1.342], [-0.462, 1.819, -1.575], [-2.778, -1.233, 0.302], [-1.489, -0.960, -2.052], [-1.030, -2.212, 2.100], [1.348, -2.547, 0.857], [1.028, -1.859, -1.736], [-0.853, 1.330, -2.460], [1.293, 2.604, -0.606], [3.154, 0.452, 0.541], [-1.165, 2.544, -1.169], [1.610, 1.333, -1.972], [-1.079, 2.037, 4.141], [-0.649, 1.551, 2.711], [-0.280, 1.164, 1.607]],
  "atomic_forces_ev_per_a": [[0.050, -0.044, 0.274], [0.055, -0.218, 0.191], [0.128, -0.059, -0.404], [0.594, -0.490, -0.477], [-0.700, -0.825, -0.430], [-0.132, -4.284, 2.876], [-1.139, 2.229, -1.521], [-0.275, 0.989, -0.857], [1.053, 0.874, -0.441], [0.518, 0.288, 0.026], [0.126, 0.127, 0.443], [0.189, 0.491, -0.320], [-0.405, 0.537, -0.081], [-0.247, 0.116, 0.319], [0.200, -0.436, 0.264], [-0.015, 0.029, -0.621], [-0.022, -0.351, 0.230], [0.309, -0.332, 0.564], [-0.040, 0.545, -0.267], [-0.281, 0.167, 0.461], [1.493, -1.312, -3.707], [-1.459, 1.962, 3.477]],
  "lowdin_charge": [-0.288, -0.185, -0.119, -0.122, -0.243, 1.353, -0.274, -0.304, -0.075, 0.107, 0.099, 0.111, 0.102, 0.104, 0.057, 0.074, -0.057, 0.073, 0.068, 0.626, -0.939, -0.166],
  "relative_energy_kcal_mol": 0.0,
  "spin_multiplicity": 3,
  "orbital_gap_ev": [6.4, 7.3],
  "e_homo_ev": [-7.43, -8.39]
}